[1]
Formula: C5H15N2O
Source: the OMol25 dataset
Level of theory: ωB97M-V/def2-TZVPD

Each line ends with the natural charge from an NBO analysis.
Cartesian coordinates (Å):
C1 -0.556 2.812 0.153  -0.640
C2 -0.148 1.412 0.674  -0.056
C3 -1.280 0.373 0.367  -0.442
C4 -0.784 -1.008 0.124  -0.379
C5 -0.826 -2.024 1.013  0.056
N1 -0.129 -3.204 0.811  -0.793
N2 1.176 0.902 0.174  -0.703
H1 -1.075 2.680 -0.782  0.221
H2 0.248 3.526 -0.046  0.224
H3 -1.252 3.351 0.788  0.254
H4 -0.131 1.573 1.758  0.222
H5 -1.746 0.571 -0.608  0.226
H6 -1.970 0.467 1.223  0.244
H7 -0.236 -1.239 -0.818  0.194
H8 -1.338 -1.882 1.964  0.206
H9 0.657 -3.208 0.185  0.383
H10 0.068 -3.656 1.692  0.390
H11 1.425 0.188 0.864  0.445
H12 1.822 1.689 0.204  0.441
H13 1.094 0.392 -0.724  0.483
H14 2.519 -0.040 -2.784  0.498
H15 1.304 0.719 -3.306  0.503
O1 1.619 0.212 -2.537  -0.974

Calculated values
**Total charge**: +1

[2]
Formula: C5H15N2O
Source: the OMol25 dataset
Level of theory: ωB97M-V/def2-TZVPD

Each line ends with the natural charge from an NBO analysis.
Cartesian coordinates (Å):
C1 -0.876 1.967 0.310  -0.696
C2 -2.292 -1.668 -0.170  -0.415
C3 3.076 -0.151 -0.017  -0.438
C4 0.606 -0.308 0.734  -0.380
C5 -0.996 0.540 -0.217  0.569
N1 -2.103 -0.247 0.172  -0.645
N2 1.682 0.255 -0.203  -0.544
O1 -0.621 0.358 -1.482  -0.739
H1 -0.323 1.960 1.344  0.244
H2 -0.388 2.585 -0.486  0.250
H3 -2.022 2.284 0.638  0.267
H4 -3.155 -1.933 -0.752  0.222
H5 -1.388 -2.071 -0.756  0.180
H6 -2.282 -2.253 0.679  0.213
H7 3.230 -1.326 0.135  0.240
H8 3.643 0.120 -0.829  0.225
H9 3.616 0.192 0.910  0.248
H10 0.590 -1.408 0.711  0.209
H11 0.719 0.113 1.677  0.192
H12 -2.606 -0.008 0.956  0.397
H13 1.601 1.307 -0.237  0.429
H14 1.248 0.077 -1.113  0.449
H15 -0.958 -0.384 -2.003  0.524

Calculated values
**Total charge**: +1

[3]
Formula: C5H15N2O2
Source: the OMol25 dataset
Level of theory: ωB97M-V/def2-TZVPD

Each line ends with the natural charge from an NBO analysis.
Cartesian coordinates (Å):
N1 1.072 2.288 -1.072  -0.999
C1 0.155 1.262 -0.415  -0.533
C2 1.013 0.062 -0.047  0.654
N2 0.518 -0.919 0.731  -0.430
C3 -0.921 -1.033 1.085  -0.220
C4 -1.716 -1.839 0.047  -0.626
C5 1.352 -2.094 1.014  -0.424
O1 2.176 0.107 -0.442  -0.661
H1 1.915 1.772 -1.467  0.443
H2 1.459 2.930 -0.345  0.316
H3 0.498 2.808 -1.787  0.287
H4 -0.351 1.714 0.427  0.235
H5 -0.665 0.912 -1.110  0.254
H6 -0.965 -1.537 2.120  0.209
H7 -1.351 0.000 1.152  0.227
H8 -1.760 -1.346 -0.947  0.209
H9 -1.291 -2.830 -0.092  0.211
H10 -2.774 -1.988 0.411  0.219
H11 2.314 -2.053 0.429  0.253
H12 0.869 -3.012 0.729  0.198
H13 1.575 -2.082 2.130  0.203
H14 -3.134 2.264 -0.212  0.474
H15 -3.237 1.007 -1.057  0.475
O2 -2.617 1.607 -0.571  -0.974

Calculated values
**Multiplicity**: 2
**Total charge**: 0
**⟨S²⟩**: 0.75

[4]
Formula: C5H15N2O2
Source: the OMol25 dataset
Level of theory: ωB97M-V/def2-TZVPD

Each line ends with the natural charge from an NBO analysis.
Cartesian coordinates (Å):
O1 0.237 -2.006 1.165  -0.642
C1 0.265 -1.203 0.226  0.649
N1 0.833 -1.500 -0.945  -0.569
C2 0.934 -0.613 -2.089  -0.421
C3 -0.226 0.196 0.577  -0.159
N2 -1.271 -0.043 1.603  -0.667
C4 1.660 1.976 0.249  -0.616
C5 0.882 1.074 1.181  -0.408
H1 0.983 -2.487 -1.093  0.427
H2 1.919 -0.678 -2.525  0.231
H3 0.127 -0.727 -2.810  0.213
H4 0.842 0.426 -1.763  0.203
H5 -0.675 0.669 -0.295  0.264
H6 -1.595 0.818 2.043  0.443
H7 -0.838 -0.683 2.288  0.472
H8 -2.031 -0.598 1.203  0.452
H9 2.285 1.463 -0.470  0.222
H10 0.995 2.668 -0.283  0.211
H11 2.288 2.639 0.843  0.246
H12 0.364 1.714 1.912  0.202
H13 1.536 0.480 1.825  0.239
H14 -3.063 0.890 -2.128  0.493
H15 -2.297 2.019 -1.549  0.481
O2 -2.519 1.098 -1.357  -0.964

Calculated values
**Total charge**: +1

[5]
Formula: C5H15N2S
Source: the OMol25 dataset
Level of theory: ωB97M-V/def2-TZVPD

Each line ends with the natural charge from an NBO analysis.
Cartesian coordinates (Å):
C1 1.525 -2.069 -0.519  -0.226
C2 0.625 -1.861 -1.493  0.060
N1 0.313 -2.790 -2.441  -0.760
N2 1.861 -0.944 0.368  -0.714
H1 2.026 -3.004 -0.332  0.226
H2 0.116 -0.907 -1.553  0.213
H3 -0.588 -2.703 -2.874  0.402
H4 0.533 -3.746 -2.218  0.395
H5 2.797 -0.601 0.172  0.429
H6 1.871 -1.215 1.355  0.428
H7 1.139 -0.162 0.276  0.436
C3 -2.524 1.730 -0.521  -0.620
C4 -1.646 1.455 0.690  -0.489
S1 0.120 1.739 0.252  0.170
C5 0.803 1.797 1.952  -0.744
H8 -3.562 1.496 -0.298  0.236
H9 -2.213 1.051 -1.319  0.202
H10 -2.443 2.757 -0.868  0.230
H11 -1.753 0.413 0.986  0.208
H12 -1.833 2.103 1.544  0.227
H13 0.561 2.762 2.390  0.249
H14 0.382 0.976 2.528  0.216
H15 1.889 1.722 1.924  0.226

Calculated values
**Total charge**: +1

[6]
Formula: C5H15N2S
Source: the OMol25 dataset
Level of theory: ωB97M-V/def2-TZVPD

Each line ends with the natural charge from an NBO analysis.
Cartesian coordinates (Å):
N1 -2.185 2.156 -1.374  -0.678
C1 -1.489 0.858 -1.615  -0.254
C2 -0.666 0.359 -0.354  -0.252
N2 0.727 0.226 -0.825  -0.645
C3 1.278 -1.135 -0.639  -0.242
C4 1.753 -1.421 0.783  -0.442
C5 0.773 -1.353 1.992  -0.513
S1 0.850 0.345 2.707  -0.097
H1 -1.671 2.987 -1.660  0.452
H2 -3.051 2.152 -1.942  0.443
H3 -2.680 2.323 -0.490  0.445
H4 -2.164 0.070 -1.882  0.234
H5 -0.725 1.087 -2.381  0.260
H6 -1.001 -0.667 -0.172  0.219
H7 -0.735 1.037 0.484  0.216
H8 1.397 0.815 -0.340  0.378
H9 2.244 -1.206 -1.193  0.222
H10 0.712 -1.935 -1.151  0.204
H11 2.204 -2.417 0.888  0.232
H12 2.535 -0.685 0.957  0.212
H13 -0.215 -1.505 1.564  0.200
H14 0.917 -2.188 2.680  0.248
H15 1.193 0.096 3.960  0.157

Calculated values
**Structure (SMILES)**: [NH3+]CCNCCCS
**Total charge**: +1

[7]
Formula: C5H15N3
Source: the OMol25 dataset
Level of theory: ωB97M-V/def2-TZVPD

Each line ends with the natural charge from an NBO analysis.
Cartesian coordinates (Å):
C1 0.828 -0.473 2.070  -0.629
C2 0.974 -0.485 0.521  -0.035
C3 0.892 0.941 -0.054  -0.449
C4 0.000 1.996 0.594  -0.221
N1 -1.380 2.065 0.159  -0.850
N2 -0.196 -1.371 0.005  -0.655
C5 -0.148 -1.503 -1.439  -0.051
N3 -1.516 -1.844 -1.995  -0.856
H1 1.384 -1.244 2.607  0.214
H2 1.011 0.543 2.390  0.210
H3 -0.235 -0.676 2.254  0.221
H4 1.923 -0.959 0.232  0.180
H5 0.652 0.820 -1.113  0.205
H6 1.829 1.472 -0.205  0.223
H7 0.522 2.975 0.512  0.193
H8 0.062 1.907 1.692  0.178
H9 -1.479 2.776 -0.561  0.358
H10 -1.761 1.181 -0.142  0.368
H11 -0.203 -2.290 0.420  0.368
H12 0.464 -2.339 -1.788  0.154
H13 0.193 -0.592 -1.883  0.161
H14 -2.227 -1.489 -1.372  0.360
H15 -1.588 -1.411 -2.907  0.352

Calculated values
**Structure (SMILES)**: C[C@H](CCN)NCN
**Total charge**: 0

[8]
Formula: C5H15N3
Source: the OMol25 dataset
Level of theory: ωB97M-V/def2-TZVPD

Each line ends with the natural charge from an NBO analysis.
Cartesian coordinates (Å):
C1 3.137 0.222 -0.439  -0.040
C2 1.578 0.222 1.071  -0.116
C3 -2.957 -0.390 1.209  -0.655
C4 -2.698 0.614 -1.062  -0.648
C5 -2.228 -0.008 0.094  -0.077
N1 2.884 -0.116 0.859  -0.539
N2 1.618 -0.209 -1.139  -0.441
N3 0.783 -0.455 -0.024  -0.299
H1 3.263 1.319 -0.628  0.251
H2 4.039 -0.186 -1.023  0.298
H3 1.267 0.054 2.081  0.278
H4 1.572 1.349 0.943  0.239
H5 -2.887 -1.537 1.218  0.257
H6 -2.448 -0.189 2.065  0.250
H7 -4.029 -0.221 1.184  0.322
H8 -1.980 1.597 -0.939  0.242
H9 -3.750 0.754 -1.355  0.361
H10 -2.447 0.272 -1.996  0.273
H11 -1.183 -0.175 0.117  0.301
H12 3.143 -1.050 1.075  0.409
H13 1.643 -0.917 -1.795  0.441
H14 1.057 0.521 -1.712  0.458
H15 0.623 -1.471 0.194  0.433

Calculated values
**Multiplicity**: 3
**Total charge**: +2
**⟨S²⟩**: 2.01

Sequential electronic energy output: -10449.1931 -10446.6999 -12500.3143 -12497.7414 -19237.0186 -19235.8596 -9897.4318 -9872.3584 eV
Sequential ΔE to the lowest compared entry with this formula, charge and spin output: 1.368 3.861 0.731 0.932 0.795 1.954 1.719 3.768 eV